(1)
70
Properties=species:S:1:pos:R:3:forces:R:3 method="wB97M-V/def2-TZVPD" total_energy_ev=-70079.1532 s_squared=0.75 multiplicity=2 homo_energy_ev="-5.20 / -12.13" homo_lumo_gap_ha="0.12125 / 0.37579" total_charge=+1
Li -5.6742 17.6713 -13.5112 -0.05 -0.34 -0.36
C -5.3964 19.7248 -5.5207 -0.81 0.15 0.09
C -4.1677 20.2752 -6.1456 1.01 0.29 -0.36
C -3.0012 19.3738 -5.7702 1.33 -0.66 -0.75
N -1.6695 19.5790 -6.5571 -1.10 1.48 1.43
C -1.0533 20.8520 -5.9789 0.88 -0.36 -0.85
C -1.9451 19.6778 -8.0600 0.94 0.17 0.13
C -0.5893 19.4172 -8.6866 -0.08 -0.80 -0.13
C 0.0283 18.3604 -7.7809 1.40 0.47 1.48
C -0.7091 18.4061 -6.3693 -0.49 -0.49 -2.36
H -5.3905 19.9166 -4.4478 -0.37 -0.22 0.00
H -5.5048 18.6643 -5.7484 -0.14 0.01 0.17
H -6.1874 20.2687 -6.0370 -0.52 -0.24 0.59
H -4.0286 21.3045 -5.8152 0.28 0.01 0.24
H -4.4001 20.3846 -7.2049 0.67 -0.50 -0.27
H -3.1764 18.3073 -5.9115 -0.66 0.09 -0.39
H -2.7066 19.4147 -4.7215 -0.17 0.48 0.11
H -0.7704 20.6467 -4.9464 0.02 0.04 -0.18
H -1.6361 21.7716 -6.0312 -0.74 -0.59 -0.09
H -0.1825 21.0800 -6.5936 0.28 -0.18 0.28
H -2.2586 20.6804 -8.3509 -0.69 -0.27 0.40
H -2.6542 18.8781 -8.2736 -0.10 0.40 -0.12
H 0.0138 20.3193 -8.7895 -0.07 -0.02 0.18
H -0.6487 18.9571 -9.6729 -0.40 0.43 -0.12
H 1.0614 18.6303 -7.5621 0.16 -0.11 -0.22
H 0.0896 17.4040 -8.3001 -0.45 -0.19 0.58
H -0.0594 18.4586 -5.4957 -0.16 0.56 -0.18
H -1.3154 17.5055 -6.2722 -0.14 0.14 0.13
C -9.2084 14.0677 -8.9669 -0.91 0.05 0.24
C -8.7825 13.1588 -10.1154 2.33 0.88 0.29
C -8.8364 13.8277 -11.4731 -0.83 -1.47 -0.56
N -8.0135 13.1094 -12.5964 -0.38 -0.61 0.89
C -6.4904 13.4621 -12.5234 -1.59 -0.13 -0.10
C -8.6316 13.4707 -13.9954 3.38 -0.21 -0.60
C -8.9725 12.1809 -14.6282 -2.56 -0.56 -0.28
C -8.1032 11.1381 -14.0087 0.24 -1.12 -0.64
C -8.1208 11.5231 -12.5357 -0.33 0.54 -1.05
H -8.7379 15.0507 -8.9438 0.45 -0.20 -0.33
H -8.9996 13.5739 -8.0178 -0.02 0.01 -0.02
H -10.2729 14.3021 -8.9729 -0.18 -0.22 -0.09
H -9.3168 12.2120 -10.1937 0.08 0.07 0.49
H -7.7225 12.9963 -9.9202 0.15 -0.69 0.23
H -8.6438 14.8990 -11.5303 0.11 -0.18 0.06
H -9.8727 13.5352 -11.6425 -0.23 0.98 -1.41
H -5.9272 12.8865 -13.2581 -0.33 -0.18 0.00
H -6.1537 13.2161 -11.5163 -0.02 0.26 -0.08
H -6.3989 14.5137 -12.7952 0.09 0.22 0.28
H -7.7117 13.6485 -14.5525 0.00 1.33 0.08
H -9.3323 14.2929 -14.1403 0.15 -0.08 1.00
H -8.9840 12.2256 -15.7173 0.40 0.11 0.05
H -10.0164 11.9950 -14.3757 -0.25 -0.58 0.03
H -7.1605 10.9871 -14.5346 0.56 0.81 0.47
H -8.5243 10.1527 -14.2082 -0.40 -0.09 0.58
H -7.3924 11.0094 -11.9083 0.20 0.72 0.05
H -9.1162 11.2173 -12.2137 -0.03 0.54 0.40
C -4.7232 17.1790 -9.4696 -0.52 1.32 -0.45
F -4.6646 15.8519 -9.5834 -0.46 0.73 0.96
F -4.7298 17.6400 -8.1412 0.42 -1.44 -2.05
F -3.6509 17.6442 -10.1066 0.29 0.08 0.74
S -6.2973 17.9623 -10.3281 0.24 -4.10 -1.08
O -7.0606 16.7601 -10.7135 1.03 2.03 0.33
O -6.7980 18.8161 -9.3039 -0.21 0.48 -0.82
N -5.6165 18.5856 -11.8150 -1.72 -2.97 2.97
S -5.3896 20.0678 -11.5282 0.37 5.66 0.95
O -6.5630 20.9072 -11.7811 2.00 -1.23 -0.21
O -4.6821 20.3515 -10.2732 -0.32 -0.48 -1.38
C -4.0594 20.3898 -12.8628 1.40 -0.20 -0.74
F -4.2946 19.6581 -14.0176 -0.01 0.79 1.43
F -4.0192 21.6932 -13.1942 0.02 -1.46 0.49
F -2.7829 19.9886 -12.4269 -2.42 0.82 -0.56

=====

(2)
72
Properties=species:S:1:pos:R:3:forces:R:3 method="wB97M-V/def2-TZVPD" total_energy_ev=-69474.2936 multiplicity=1 homo_energy_ev=-9.17 homo_lumo_gap_ha=0.26206 total_charge=0
O -4.2832 5.3843 -0.4786 0.13 -1.22 -1.49
C -3.8291 4.5498 -1.2692 -0.87 -0.10 1.21
C -2.4504 4.4036 -1.5587 3.67 -0.04 -0.96
C -1.8722 3.4144 -2.2973 -0.41 -0.49 -1.79
O -0.5796 3.3285 -2.7607 -1.15 1.40 1.82
C -2.7756 2.3790 -2.9892 -1.29 0.43 0.81
O -2.3614 1.4756 -3.6711 1.24 -0.05 -0.25
C -4.2070 2.5655 -2.8055 -0.24 1.25 1.30
C -4.6834 3.5387 -1.9704 -1.16 -0.96 -1.36
O -6.0150 3.6817 -1.8255 0.83 -0.24 0.04
H -1.8005 5.2260 -1.2985 0.03 0.11 0.46
H -0.4930 2.6129 -3.3947 -0.49 -0.65 -0.25
H -4.8867 1.8868 -3.2992 0.03 -0.03 0.01
H -6.1216 4.3723 -1.1672 -0.34 0.54 0.43
C 3.1588 -0.6601 -3.2825 1.55 0.90 0.17
O 2.7771 -1.9832 -2.9040 1.05 -1.60 -0.81
P 3.5537 -3.3093 -3.5285 -0.42 -0.10 -0.05
O 3.6253 -3.4453 -5.0091 -0.16 0.57 1.49
O 5.0225 -3.3384 -2.8181 -1.49 0.10 -0.12
C 5.9876 -4.3022 -3.3012 -0.30 -0.17 -0.50
O 2.7023 -4.5165 -2.8341 -0.87 1.01 -0.81
C 1.2808 -4.6787 -3.3215 0.95 -0.14 -0.03
H 2.3335 0.0070 -3.5313 -0.30 -0.62 -0.11
H 3.9265 -0.6039 -4.0543 -0.45 -0.51 -0.65
H 3.7277 -0.1631 -2.4967 -0.40 -0.20 0.66
H 6.3470 -4.9416 -2.4949 -0.35 0.15 0.15
H 6.8530 -3.8084 -3.7432 -0.22 0.31 0.07
H 5.5019 -4.8939 -4.0772 0.27 -0.19 0.03
H 1.1110 -5.6733 -3.7341 0.67 -0.15 0.14
H 1.0638 -3.9990 -4.1455 0.09 0.27 0.32
H 0.5784 -4.5887 -2.4930 0.39 0.45 0.10
C -2.0719 -1.6121 4.1962 -0.59 1.05 -1.48
O -2.1848 -1.9185 5.5198 -0.88 -3.56 4.44
P -2.6971 -3.4111 6.0598 1.74 1.59 0.85
O -2.0096 -4.5567 5.4498 -0.60 0.48 0.41
O -2.4712 -3.3314 7.7186 -0.02 0.75 -3.12
C -2.6850 -2.0610 8.3598 -0.82 0.20 0.32
O -4.2788 -3.3407 5.8568 1.07 0.87 -0.60
C -5.0517 -4.2943 6.5263 -0.96 -0.82 0.71
H -2.5366 -0.6263 4.2161 0.16 0.13 -1.24
H -2.6459 -2.3164 3.5941 0.19 0.20 -0.43
H -1.0270 -1.5421 3.8938 -0.06 -0.14 -0.14
H -3.6931 -2.1025 8.7723 0.25 -0.17 0.92
H -2.7818 -1.1490 7.7706 0.63 -0.42 -0.89
H -1.8634 -1.9015 9.0581 -0.41 -0.19 0.24
H -6.0270 -4.3898 6.0489 0.13 0.24 -0.17
H -5.2108 -3.9531 7.5492 0.00 -0.21 0.12
H -4.6001 -5.2863 6.5211 0.18 0.04 0.04
C 3.9463 5.7152 -1.1336 -0.98 0.48 -0.52
N 3.7065 4.4060 -1.7256 -1.07 0.57 0.28
C 2.3239 4.0472 -2.1342 0.17 0.59 0.97
C 4.6781 3.5256 -1.7265 1.10 -3.02 -2.65
O 4.6028 2.4039 -2.2867 0.11 1.66 1.56
H 3.4026 5.8641 -0.2007 0.04 -0.18 0.18
H 3.5478 6.4501 -1.8330 0.02 0.22 0.00
H 4.9965 5.9692 -0.9899 -0.03 -0.52 -0.04
H 1.9024 4.8573 -2.7293 0.06 -0.08 -0.06
H 2.1624 3.0876 -2.6255 0.95 0.21 -0.16
H 1.7441 3.9654 -1.2149 -0.25 0.20 0.08
H 5.6494 3.9267 -1.3979 -0.13 -0.17 0.38
C 0.7687 0.5837 -0.6398 -0.25 -1.24 -0.56
N -0.2832 0.0181 0.2029 -0.96 4.46 -1.14
C -0.2413 -1.3546 0.5391 0.24 0.41 0.31
C -1.3041 0.8682 0.5993 0.35 -2.89 1.45
O -2.1264 0.4378 1.4073 -0.11 1.18 -0.74
H 0.4924 1.5617 -1.0339 0.10 0.08 0.41
H 0.8787 -0.0666 -1.5076 -0.03 -0.08 -0.30
H 1.7622 0.5552 -0.1925 -0.05 0.39 0.42
H 0.6537 -1.3798 1.1608 0.12 -1.30 -0.01
H -1.1337 -1.5999 1.1149 0.18 -0.14 -0.14
H -0.1855 -1.8681 -0.4207 0.26 -0.72 0.37
H -1.3008 1.8982 0.2106 0.18 -0.18 -0.08

=====

(3)
62
Properties=species:S:1:pos:R:3:forces:R:3 method="wB97M-V/def2-TZVPD" total_energy_ev=-42310.2482 multiplicity=1 homo_energy_ev=-7.89 homo_lumo_gap_ha=0.30748 total_charge=0 e_above_lowest_kcal_mol=0.0
C 7.3723 0.8017 2.2853 0.51 1.10 -0.02
C 6.7575 2.1435 1.6381 1.44 -1.24 -2.58
O 6.9542 2.2899 0.4092 -1.34 0.36 3.86
O 6.0938 3.0765 2.4630 -0.26 -1.41 -1.61
C 4.9954 3.7282 1.7430 0.20 2.08 -1.67
P 3.8329 2.3463 1.1676 -0.01 -1.07 -0.52
N 2.1599 2.9102 1.0645 0.00 -2.13 2.66
C 1.4232 1.9459 1.6120 -0.28 0.46 -0.63
C 0.3826 2.3002 2.7909 0.50 0.50 -1.25
C 1.5038 0.4032 1.2012 0.30 0.91 1.23
H 8.2670 0.5116 1.6252 -1.40 0.63 0.95
H 7.7563 1.0358 3.3295 -0.72 -0.61 -1.23
H 6.6518 -0.0742 2.2358 0.58 1.40 0.26
H 4.4855 4.5334 2.3781 0.81 -1.58 -0.48
H 5.4473 4.2945 0.8502 -0.61 -0.85 1.29
H 4.2686 2.0603 -0.1836 -0.18 0.85 0.45
H 0.5772 3.4032 3.0402 -0.41 -1.73 -0.18
H -0.7023 2.1641 2.4608 1.45 0.05 0.52
H 0.6153 1.6148 3.6776 -0.34 0.95 -1.27
H 2.2646 -0.0692 1.9268 -1.14 0.53 -1.02
H 1.8543 0.2289 0.1371 -0.54 0.42 1.48
H 0.4728 -0.0468 1.3708 1.49 0.44 -0.28
C 9.7843 4.0996 5.6866 0.32 -0.28 -0.02
C 8.6754 3.2159 5.1800 0.02 -0.47 -0.13
C 7.3032 3.8244 5.0642 -0.14 -0.37 0.08
O 8.8824 2.0562 4.8770 0.02 0.46 0.20
H 10.7152 3.5301 5.7183 -0.12 0.05 -0.01
H 9.9171 4.9507 5.0156 -0.10 0.10 0.16
H 9.5514 4.4465 6.6955 -0.04 0.18 -0.11
H 7.3266 4.6633 4.3660 -0.04 0.08 0.16
H 6.9628 4.1582 6.0472 0.10 0.21 -0.05
H 6.6050 3.0770 4.6882 0.13 0.15 0.07
C -1.0355 0.0070 -2.4616 0.36 0.24 0.09
C -0.8050 -1.1238 -1.4938 0.36 -0.24 0.51
C -1.8057 -2.2474 -1.4918 0.47 0.09 0.31
O 0.1546 -1.1264 -0.7431 -0.48 -0.08 -0.60
H -0.2378 0.7449 -2.3532 -0.09 -0.09 0.00
H -1.0249 -0.3722 -3.4855 -0.22 0.03 0.02
H -1.9911 0.4903 -2.2476 -0.06 -0.11 -0.18
H -1.8290 -2.7255 -2.4704 -0.22 0.15 0.08
H -2.7948 -1.8642 -1.2351 -0.04 -0.08 -0.29
H -1.5138 -2.9899 -0.7466 -0.02 0.09 -0.09
C -5.9504 -3.2847 -3.1439 0.41 0.13 0.16
C -4.8397 -4.2928 -3.0211 0.53 0.29 0.10
C -5.1826 -5.7361 -3.2802 0.38 -0.17 0.08
O -3.7081 -3.9558 -2.7239 -0.66 -0.36 -0.23
H -5.5596 -2.2880 -2.9304 -0.05 -0.12 -0.03
H -6.3499 -3.2936 -4.1598 -0.20 -0.09 0.13
H -6.7397 -3.5118 -2.4262 -0.11 -0.02 -0.25
H -5.5482 -5.8536 -4.3024 -0.19 -0.02 0.10
H -5.9386 -6.0723 -2.5676 -0.13 0.02 -0.18
H -4.2874 -6.3487 -3.1559 -0.10 0.09 -0.01
C -9.9652 -1.2496 -4.8011 0.32 0.21 0.10
C -9.7334 -2.3794 -3.8332 0.48 0.02 0.40
C -10.7330 -3.5054 -3.8302 0.17 -0.21 0.28
O -8.7761 -2.3822 -3.0832 -0.51 0.04 -0.31
H -9.1685 -0.5112 -4.6927 -0.09 -0.11 0.01
H -9.9541 -1.6290 -5.8251 -0.22 0.04 0.02
H -10.9212 -0.7672 -4.5874 -0.05 -0.10 -0.19
H -10.7559 -3.9849 -4.8110 -0.20 0.10 -0.01
H -11.7230 -3.1230 -3.5733 -0.03 -0.04 -0.21
H -10.4401 -4.2471 -3.0846 -0.02 0.11 -0.08